Record 1
# C15H17IN2Pd

A structure of composition C15H17IN2Pd in a non-equilibrium geometry (ωB97M-V/def2-TZVPD, the Open Molecules 2025 dataset).

The geometry in XYZ format:
```
36
Properties=species:S:1:pos:R:3
C 2.6736 0.7720 -0.8401
C 1.5420 -2.4422 -0.9733
H 2.5918 0.3020 -1.8332
H 3.3731 0.1064 -0.3495
H 2.6455 1.8686 -0.6864
H 0.6157 -3.0544 -1.0162
H 1.9984 -1.9393 -1.7976
H 2.3362 -2.7734 -0.2909
Pd 1.4251 -0.6281 -0.2327
C 1.5965 -1.5272 1.7882
H 1.6693 -2.5901 1.5182
H 0.7268 -1.3935 2.4440
H 2.5201 -1.2018 2.2823
I 0.9924 1.1145 2.0226
C -0.6771 3.3989 -1.7645
C 0.2554 2.4113 -1.4562
N -0.0833 1.1913 -1.0733
C -1.3853 0.8902 -0.8676
C -2.4122 1.8427 -1.1524
C -2.0239 3.1118 -1.6219
C -3.7707 1.4657 -1.0014
C -4.1208 0.2216 -0.5306
C -3.1376 -0.7272 -0.1470
C -3.4608 -1.9917 0.3725
C -2.4549 -2.8627 0.7430
C -1.1243 -2.4600 0.5907
N -0.8024 -1.2933 0.0328
C -1.7536 -0.4099 -0.3259
H -0.3073 4.3578 -2.1133
H 1.3140 2.6515 -1.5060
H -2.7969 3.8331 -1.8669
H -4.5354 2.1882 -1.2811
H -5.1655 -0.0639 -0.4413
H -4.5143 -2.2542 0.4698
H -2.6474 -3.8475 1.1518
H -0.3059 -3.0946 0.9304
```

The total charge is +2. The multiplicity is 5. Its lowest unoccupied orbital energy (alpha / beta) is -0.3011 / -0.4013 hartree. The HOMO energy (alpha / beta) comes out at -15.03 / -15.36 eV. For the energy above the lowest of the compared OMol25 structures with the same formula, charge and spin, the calculation gives 2.889 eV.

Atom charges from the natural (NBO) analysis, given in e for atoms 1 to 5: number 1, C, carries -0.766; number 2, C, carries -0.515; number 3, H, carries 0.217; number 4, H, carries 0.223; number 5, H, carries 0.244

Record 2
# C15H17MnN

A structure of composition C15H17MnN in a non-equilibrium geometry (ωB97M-V/def2-TZVPD, the Open Molecules 2025 dataset).

The geometry in XYZ format:
```
34
Properties=species:S:1:pos:R:3
C 0.7595 0.2179 -2.2759
C 1.8678 0.6425 -1.4064
C 1.4516 1.8586 -0.7414
C 0.0966 2.1092 -1.0704
C -0.3555 1.0958 -1.9686
Mn 0.3451 -0.5035 -0.4218
C 1.8443 -0.9752 1.2654
C 1.6035 -1.8679 0.2425
C 1.6365 -3.0672 -0.3747
N -0.9714 -1.4600 -0.7154
H 2.1044 2.5014 -0.1463
H 2.8792 0.2288 -1.4243
H -0.4769 2.9830 -0.7633
H -1.3454 1.0423 -2.4305
H 0.8123 -0.5488 -3.0509
H 2.6996 -0.2871 1.2299
H -1.6621 -2.2153 -0.7786
H 1.4557 -1.1467 2.2783
H 2.3792 -3.8275 -0.1488
H 0.8860 -3.2790 -1.1405
C -1.9121 0.3031 1.3445
C -2.8175 0.9969 2.1560
C -3.9264 1.6795 1.5633
C -4.9543 2.1435 2.3651
C -4.8856 1.9963 3.7627
C -3.7586 1.4011 4.3642
C -2.7018 0.9737 3.5821
H -1.2223 -0.4159 1.7870
H -2.0636 0.3255 0.2681
H -3.9573 1.7617 0.4761
H -5.8290 2.6065 1.9092
H -5.7010 2.3662 4.3840
H -3.7206 1.2805 5.4485
H -1.7935 0.5533 4.0138
```

The total charge is -1. The multiplicity is 5. Its lowest unoccupied orbital energy (alpha / beta) is 0.1151 / 0.0886 hartree. The HOMO energy (alpha / beta) comes out at -2.04 / -2.60 eV.

Atom charges from the natural (NBO) analysis, given in e for atoms 1 to 5: number 1, C, carries -0.373; number 2, C, carries -0.416; number 3, C, carries -0.308; number 4, C, carries -0.324; number 5, C, carries -0.337

Record 3
# C15H17N2O12PReS

A structure of composition C15H17N2O12PReS in a non-equilibrium geometry (ωB97M-V/def2-TZVPD, the Open Molecules 2025 dataset).

The geometry in XYZ format:
```
49
Properties=species:S:1:pos:R:3
Re 0.1524 -0.4287 0.6904
O 2.7911 -0.9510 -2.4399
C 1.9534 -1.1088 -1.3812
O 1.6644 -0.0155 -0.6956
C 2.5535 -2.2056 -0.4618
O 2.1039 -2.0435 0.8752
C 1.5467 -3.2203 1.4305
C 0.1111 -3.5047 0.8195
O -0.2862 -4.6469 0.8328
O -0.4673 -2.4747 0.3849
H 2.3692 -0.3601 -3.0943
H 3.6363 -2.0545 -0.4960
H 2.2905 -3.1792 -0.8769
H 1.4120 -3.0480 2.5032
H 2.2012 -4.0809 1.2709
O -4.8182 -0.2622 -4.3307
C -4.9454 0.3957 -3.3226
O -5.7371 1.1856 -2.8526
C -3.6941 0.1888 -2.3078
C -3.8309 0.4613 -0.9581
C -2.7166 0.3340 -0.1487
N -1.5157 -0.0333 -0.6045
C -1.3941 -0.3079 -1.9168
C -2.4625 -0.2022 -2.7974
C -0.0226 -0.6071 -2.4676
O 0.4568 0.0771 -3.3363
O 0.6154 -1.6009 -1.8492
H -4.7822 0.7628 -0.5467
H -2.7918 0.5291 0.9116
H -2.3365 -0.4187 -3.8462
S -1.4968 -1.1034 4.9851
C -1.0977 -0.8619 3.4838
N -0.7997 -0.6641 2.3499
C 3.2135 1.1181 2.1862
O 2.4803 1.9604 1.3050
P 0.9199 1.7993 1.1022
O 0.6469 2.8737 -0.0346
C 1.4094 2.9714 -1.2416
O 0.3977 2.5634 2.4028
C -0.9371 2.5960 2.8759
H 4.2617 1.2096 1.9005
H 2.8922 0.0766 2.0845
H 3.0839 1.4513 3.2184
H 0.8839 3.6744 -1.8871
H 1.4852 2.0048 -1.7351
H 2.4083 3.3392 -1.0107
H -1.4290 3.5067 2.5380
H -0.8866 2.5771 3.9661
H -1.4925 1.7277 2.5230
```

The multiplicity is 4. Its lowest unoccupied orbital energy (alpha / beta) is -0.0924 / -0.1289 hartree. The HOMO energy (alpha / beta) comes out at -8.13 / -8.12 eV. For the energy above the lowest of the compared OMol25 structures with the same formula, charge and spin, the calculation gives 2.655 eV.

Atom charges from the natural (NBO) analysis, given in e for atoms 1 to 5: number 1, Re, carries 1.527; number 2, O, carries -0.702; number 3, C, carries 0.742; number 4, O, carries -0.803; number 5, C, carries -0.127

Record 4
# C15H17N3O

An isolated molecule of C15H17N3O (ωB97M-V/def2-TZVPD, the Open Molecules 2025 dataset).

The geometry in XYZ format:
```
36
Properties=species:S:1:pos:R:3
C -1.3988 -3.3876 1.6021
C -0.9046 -2.1167 1.0253
N -0.3606 -2.0586 -0.1588
N -0.0314 -0.7591 -0.3799
C -0.3452 0.0283 0.6875
N 0.0351 1.3322 0.7453
C 1.2582 1.8003 0.1021
H 1.9429 0.9712 -0.0919
C 1.8363 2.8267 1.0742
H 2.4415 3.5749 0.5677
H 2.4474 2.3320 1.8301
C 0.5786 3.4036 1.7140
H 0.7708 3.9116 2.6559
H 0.0942 4.1001 1.0291
C -0.2805 2.1572 1.8987
H -0.0085 1.6426 2.8301
H -1.3492 2.3840 1.9192
H 1.0219 2.2786 -0.8558
C -0.9562 -0.8199 1.6337
C -1.5937 -0.5615 2.8918
O -1.9244 -1.4082 3.6971
H -1.8225 0.5020 3.1001
C 0.3649 -0.4018 -1.6767
C 1.2591 -1.2216 -2.3563
C 1.6264 -0.9102 -3.6515
C 1.1027 0.2106 -4.2758
C 0.1895 1.0091 -3.6079
C -0.1900 0.7040 -2.3133
H -0.9317 1.3001 -1.8026
H -0.2411 1.8678 -4.1015
H 1.3938 0.4532 -5.2865
H 2.3243 -1.5446 -4.1768
H 1.6428 -2.0983 -1.8591
H -1.3256 -4.1780 0.8604
H -2.4300 -3.2717 1.9294
H -0.8104 -3.6490 2.4800
```

Its lowest unoccupied orbital energy is 0.0210 hartree. The HOMO energy comes out at -8.13 eV. As for the SMILES: Cc1nn(-c2ccccc2)c(N2CCCC2)c1C=O. For the energy above the lowest of the compared OMol25 structures with the same formula, charge and spin, the calculation gives 2.067 eV.

Atom charges from the natural (NBO) analysis, given in e for atoms 1 to 5: number 1, C, carries -0.641; number 2, C, carries 0.233; number 3, N, carries -0.291; number 4, N, carries -0.245; number 5, C, carries 0.438

Record 5
# C15H17N3O5

An isolated molecule of C15H17N3O5 in a non-equilibrium geometry (ωB97M-V/def2-TZVPD, the Open Molecules 2025 dataset).

The geometry in XYZ format:
```
40
Properties=species:S:1:pos:R:3
C 0.1402 2.4502 -0.8589
C 1.2224 1.6049 -0.1454
C -1.0400 1.6911 -1.4813
C -2.0870 1.2151 -0.5053
C -2.8015 1.9756 0.3659
C -2.5041 -0.1681 -0.3228
C -3.5272 -0.1148 0.6740
C -2.1910 -1.4416 -0.8938
C -4.1418 -1.2638 1.1095
C -2.7913 -2.5992 -0.4389
C -3.7573 -2.4910 0.5703
C 1.9305 -0.6030 0.8111
C 2.6944 -0.1782 2.0771
C 2.9633 -0.9744 -0.2676
C 2.3465 -1.9476 -1.2639
H 0.1475 4.1188 -1.8951
H 1.6190 3.5473 -1.5410
H -0.3773 2.9685 -0.0245
H -1.4642 2.4126 -2.1752
H -0.6588 0.8553 -2.0886
H -2.9374 3.0514 0.4539
H -4.4624 1.5162 1.6437
H -1.5177 -1.5323 -1.7496
H -4.7816 -1.2637 1.9822
H -2.6282 -3.5920 -0.8381
H -4.1408 -3.4231 0.9885
H -0.0531 0.1621 0.2704
H 1.4462 -1.5471 1.1182
H 3.9281 -1.3595 0.1214
H 3.2447 -0.0431 -0.8075
H 2.6675 -3.0326 -2.6775
H 2.6724 1.6152 1.5111
N 0.6997 3.2678 -1.9695
N -3.6669 1.1883 1.1051
N 0.9358 0.3829 0.2944
O 2.3376 2.0943 0.0085
O 3.1235 -1.0565 2.7700
O 1.1650 -2.1827 -1.3865
O 3.2446 -2.5912 -2.0322
O 2.9769 1.0788 2.2800
```

Its lowest unoccupied orbital energy is 0.0184 hartree. The HOMO energy comes out at -8.28 eV. As for the SMILES: N[C@@H](Cc1c[nH]c2ccccc12)C(=O)N[C@@H](CC(=O)O)C(=O)O. For the energy above the lowest of the compared OMol25 structures with the same formula, charge and spin, the calculation gives 1.037 eV.

Atom charges from the natural (NBO) analysis, given in e for atoms 1 to 5: number 1, C, carries -0.129; number 2, C, carries 0.691; number 3, C, carries -0.430; number 4, C, carries -0.140; number 5, C, carries -0.025

Record 6
# C15H17N3OS

An isolated molecule of C15H17N3OS in a non-equilibrium geometry (ωB97M-V/def2-TZVPD, the Open Molecules 2025 dataset).

The geometry in XYZ format:
```
37
Properties=species:S:1:pos:R:3
C 7.3028 1.0260 0.7169
C 6.5012 0.7101 -0.5400
C 5.7796 -0.6352 -0.4671
C 4.5823 -0.6177 0.4858
N 3.6231 0.3477 0.0508
C 2.3909 0.1083 -0.0068
N 1.5467 1.1164 -0.4032
N 0.2111 1.1819 -0.3006
C -0.4979 0.1109 -0.3357
C -1.9222 0.2372 -0.1765
C -2.6856 1.3503 0.0514
C -4.0328 0.9030 0.1149
C -5.2699 1.5158 0.3174
C -6.3962 0.7240 0.3129
C -6.3172 -0.6564 0.1126
C -5.1066 -1.2891 -0.0897
C -3.9725 -0.4935 -0.0856
O -2.6911 -0.8886 -0.2615
H -5.0383 -2.3540 -0.2446
H -7.2246 -1.2410 0.1164
H -7.3657 1.1738 0.4672
H -5.3325 2.5818 0.4723
H -2.3157 2.3483 0.1570
C 0.0913 -1.2486 -0.5488
H 0.3786 -1.3839 -1.5950
H -0.5897 -2.0414 -0.2490
S 1.5999 -1.4403 0.4640
H 1.9861 2.0287 -0.4386
H 4.1363 -1.6232 0.5529
H 4.9114 -0.3338 1.4901
H 6.4729 -1.4127 -0.1401
H 5.4178 -0.9001 -1.4628
H 5.7580 1.4905 -0.7071
H 7.1786 0.6969 -1.3970
H 8.0296 0.2404 0.9148
H 7.8383 1.9650 0.5962
H 6.6512 1.1185 1.5817
```

Its lowest unoccupied orbital energy is 0.0044 hartree. The HOMO energy comes out at -7.78 eV. As for the SMILES: CCCC/N=C1/NN=C(c2cc3ccccc3o2)CS1. For the energy above the lowest of the compared OMol25 structures with the same formula, charge and spin, the calculation gives 2.186 eV.

Atom charges from the natural (NBO) analysis, given in e for atoms 1 to 5: number 1, C, carries -0.607; number 2, C, carries -0.400; number 3, C, carries -0.391; number 4, C, carries -0.237; number 5, N, carries -0.500